ORCA calculation (the ωB97M-V functional and the def2-TZVPD basis) on C32H57N9O4P2RbS2 as an isolated structure.

Summary:
Kohn-Sham gap = 6.9 eV
E_tot = -96616.6633 eV
E_LUMO = 2.0903 eV
Energy relative to the best compared isomer or geometry (same formula, charge and spin) = 0.040 eV
Net charge = -1
HOMO level = -4.78 eV

Last column: Mulliken charge in e.
Atoms and positions in Å:
Rb (0.06496, -0.50233, -0.37487)  0.56
C (2.43316, -0.96452, 8.17799)  -1.41
C (2.40476, -0.86006, 6.67574)  1.06
C (3.56881, -0.98182, 5.92984)  -0.80
C (3.54088, -0.91320, 4.54126)  -0.52
C (2.33711, -0.72337, 3.88633)  -0.53
C (1.16122, -0.59155, 4.61882)  -0.30
C (1.20137, -0.65861, 5.99957)  -1.06
S (2.27123, -0.67263, 2.09984)  1.39
O (3.65272, -0.56956, 1.65584)  -0.80
O (1.45954, 0.54320, 1.87022)  -0.64
N (1.49891, -1.92350, 1.66476)  -0.01
C (2.13362, -2.96346, 0.84998)  -0.85
C (1.40069, -3.11999, -0.50006)  0.15
O (0.18015, -3.46435, -0.45456)  -0.54
O (2.04995, -2.86061, -1.53735)  -0.61
H (3.42822, -0.74797, 8.56714)  0.36
H (2.16020, -1.97100, 8.50455)  0.27
H (1.72827, -0.26868, 8.63490)  0.36
H (4.51414, -1.12584, 6.44243)  0.32
H (4.44416, -0.99578, 3.95161)  0.49
H (0.22589, -0.42920, 4.09609)  0.40
H (0.28428, -0.54731, 6.56873)  0.37
H (2.07064, -3.92823, 1.36853)  0.32
H (3.18422, -2.74831, 0.64917)  0.40
N (-1.76612, -1.89887, 1.90415)  -0.01
C (-2.89028, -2.55695, 1.24512)  -1.05
C (-2.95603, -2.26542, -0.24657)  1.12
N (-3.01137, -0.83285, -0.54376)  -0.20
H (-0.88510, -2.26569, 1.54226)  -0.18
H (-1.75037, -2.16941, 2.88148)  0.21
H (-3.81557, -2.20339, 1.71815)  0.42
H (-2.87436, -3.65195, 1.35421)  0.36
H (-3.81863, -2.81898, -0.64350)  -0.29
H (-2.06474, -2.68021, -0.72362)  -0.51
H (-3.77757, -0.39587, -0.04440)  0.27
H (-3.17789, -0.71176, -1.53899)  0.01
C (2.84552, 0.35211, -4.64029)  -1.37
P (2.44688, 0.43222, -2.84009)  1.68
C (4.07678, 0.01668, -2.11993)  -1.76
C (2.33282, 2.27184, -2.64964)  0.12
C (3.45392, 3.04138, -2.33436)  -0.62
C (3.36010, 4.40795, -2.13684)  -0.79
C (2.13054, 5.03840, -2.26266)  -0.83
C (1.00836, 4.29151, -2.57656)  -0.59
C (1.08138, 2.91130, -2.76706)  0.11
P (-0.42108, 1.88656, -3.08767)  1.13
C (-0.70062, 2.20954, -4.88273)  -1.39
C (-1.77278, 2.92741, -2.40222)  -1.08
H (3.69731, 0.98574, -4.89467)  0.38
H (1.97843, 0.65926, -5.22321)  0.25
H (3.07197, -0.68438, -4.89503)  0.43
H (4.93279, 0.49570, -2.59951)  0.47
H (4.15495, -1.06913, -2.21101)  0.35
H (4.07124, 0.23304, -1.04920)  0.52
H (4.41608, 2.55968, -2.22079)  0.27
H (4.24267, 4.97829, -1.87464)  0.40
H (2.04086, 6.10615, -2.10443)  0.41
H (0.05439, 4.79742, -2.65761)  0.26
H (-0.78361, 3.27792, -5.09243)  0.41
H (-1.62080, 1.70433, -5.18078)  0.38
H (0.11631, 1.79239, -5.46976)  0.31
H (-1.82367, 3.93088, -2.82847)  0.47
H (-1.66384, 2.96598, -1.31764)  0.04
H (-2.70944, 2.41078, -2.62127)  0.50
C (-4.15895, -4.51781, -3.18051)  -1.06
N (-2.72796, -4.32048, -3.10668)  0.19
C (-2.03868, -5.13441, -2.10592)  -1.06
C (-2.15455, -3.19349, -3.61424)  0.31
S (-3.05511, -1.81095, -3.98834)  -0.37
N (-0.82062, -3.24934, -3.78477)  0.30
C (-0.01883, -2.03641, -3.79748)  -1.19
C (-0.12194, -4.46144, -4.17249)  -1.18
H (-4.35928, -5.59102, -3.18580)  0.36
H (-4.55528, -4.06754, -4.08637)  0.39
H (-4.67308, -4.06717, -2.32532)  0.28
H (-2.70221, -5.24417, -1.24381)  0.45
H (-1.12399, -4.64459, -1.76006)  0.27
H (-1.80361, -6.13538, -2.48054)  0.35
H (-0.04632, -1.62845, -2.79353)  0.06
H (-0.34340, -1.30810, -4.53848)  0.38
H (1.01468, -2.33576, -3.94702)  0.46
H (-0.81786, -5.28786, -4.27395)  0.43
H (0.64632, -4.71301, -3.43686)  0.29
H (0.35770, -4.29380, -5.14156)  0.43
C (-2.50966, 3.63768, 1.20475)  -0.80
N (-2.52080, 4.26097, 2.53406)  -0.01
C (-2.66457, 3.18822, 3.52880)  -0.77
N (-1.60584, 2.18896, 3.44010)  0.17
C (-1.63026, 1.61549, 2.08990)  0.31
N (-1.44594, 2.64877, 1.05644)  0.17
C (-0.15711, 3.31515, 1.30238)  -0.30
N (-0.10659, 3.93158, 2.63285)  0.02
C (-1.20649, 4.88261, 2.74279)  -0.75
C (-0.31361, 2.86409, 3.62164)  -0.45
H (-2.37985, 4.42160, 0.45184)  0.34
H (-3.47399, 3.14950, 1.03681)  0.30
H (-3.63034, 2.69870, 3.37673)  0.34
H (-2.65103, 3.63648, 4.52617)  0.33
H (-2.58117, 1.10463, 1.92882)  0.20
H (-0.82386, 0.89712, 1.99180)  -0.68
H (-0.01109, 4.08975, 0.54244)  0.23
H (0.64373, 2.57977, 1.22893)  0.09
H (-1.07156, 5.67148, 1.99737)  0.36
H (-1.18948, 5.33474, 3.73846)  0.35
H (-0.28249, 3.30190, 4.62333)  0.41
H (0.48647, 2.13107, 3.51682)  0.05